A molecular structure, C19H43OP3PdS2 in a non-equilibrium geometry. Source: the Open Molecules 2025 dataset; level of theory: the ωB97M-V functional and the def2-TZVPD basis.

Structure (XYZ):
```
69
Properties=species:S:1:pos:R:3:forces:R:3
Pd 0.41883 -0.00504 0.16010 0.2 -0.6 -1.4
P 2.81058 0.17561 -0.06550 1.6 0.2 -0.2
P 0.22904 1.79671 -1.34418 -0.1 0.8 -0.9
P 0.68905 -2.19000 1.19102 0.2 -0.9 0.5
H -5.65516 -2.12744 -3.58036 0.3 -0.1 0.5
C -5.68186 -2.62631 -2.59968 -0.2 -0.2 0.4
C -6.09293 -2.01542 -1.47924 0.2 -0.4 -0.2
H -6.26390 -0.93625 -1.41278 -0.4 -0.4 -0.2
C 3.51604 -0.75544 -1.47460 -0.6 -0.2 0.1
C 3.56708 1.81533 -0.34239 -0.4 0.1 0.1
C 3.87622 -0.31552 1.34073 -0.3 -0.1 0.2
C -1.49035 2.08180 -1.84183 -0.2 -0.6 0.2
C 0.67516 3.43002 -0.66998 0.2 0.0 0.4
C 1.04552 1.64423 -2.96945 0.2 -0.3 0.1
C -0.58806 -3.48558 1.37556 -0.3 0.2 -0.2
C 1.01879 -1.74886 2.92476 0.1 0.2 0.0
C 2.06127 -3.22533 0.59399 0.1 0.1 -0.3
H -5.42015 -3.69483 -2.58291 -0.5 0.5 -0.2
H -6.31959 -2.60831 -0.58619 0.3 0.3 -0.2
H 4.60505 -0.61714 -1.45497 -0.2 0.0 0.0
H 3.12268 -0.36213 -2.41844 0.1 -0.2 0.2
H 3.28220 -1.82277 -1.39671 0.1 0.3 -0.2
H 4.64746 1.64687 -0.42956 -0.2 0.1 0.0
H 3.36434 2.44169 0.53231 0.1 0.1 -0.3
H 3.21081 2.30155 -1.25459 0.1 0.0 0.2
H 4.89989 -0.01496 1.07916 -0.2 -0.1 0.1
H 3.86452 -1.38962 1.54276 0.1 0.4 0.1
H 3.55171 0.23928 2.22967 0.2 -0.2 -0.1
H -1.59289 2.95857 -2.49130 0.3 -0.1 0.1
H -2.10906 2.22130 -0.95028 0.0 0.0 -0.1
H -1.84700 1.19980 -2.37950 0.2 0.4 0.1
H 1.43317 3.92496 -1.28635 -0.1 -0.1 0.1
H 1.03802 3.32550 0.35747 0.1 0.2 -0.3
H -0.22810 4.04936 -0.65862 0.2 -0.1 0.0
H 0.88068 2.56037 -3.55257 0.0 -0.1 0.2
H 0.59224 0.80181 -3.50584 0.1 0.1 0.1
H 2.12196 1.46476 -2.89168 -0.2 0.1 -0.1
H -0.06277 -4.37915 1.73331 -0.2 0.2 0.0
H -1.08400 -3.72855 0.43235 0.1 -0.1 0.3
H -1.33922 -3.18927 2.11442 0.1 -0.1 -0.1
H 0.73899 -2.59538 3.55901 0.1 0.1 0.0
H 0.42369 -0.87434 3.21866 0.1 -0.2 0.0
H 2.08066 -1.52133 3.04771 -0.2 0.0 0.1
H 2.01168 -4.17059 1.14351 0.1 0.1 0.0
H 3.04479 -2.78335 0.74621 -0.2 -0.1 -0.1
H 1.92858 -3.43440 -0.47319 0.0 -0.1 0.2
C -2.53794 -1.01452 -0.72107 0.3 0.0 0.2
C -2.04724 -2.01693 -1.58032 0.4 -0.4 -1.1
C -2.34602 -1.94973 -2.93373 1.0 -0.9 1.0
C -3.12258 -0.90420 -3.43154 -1.1 0.3 -0.2
C -3.84680 -0.09135 -2.54180 -0.2 0.3 0.6
C -3.56211 -0.14685 -1.18536 -1.1 0.6 -0.7
S -1.85355 -0.67083 0.81270 -0.6 0.2 0.1
H 0.10048 -0.70176 -1.29750 0.2 0.1 0.3
H -1.35760 -2.76985 -1.20945 -0.3 0.1 -0.2
H -1.95485 -2.72514 -3.59699 -0.1 0.4 0.1
H -3.28593 -0.82059 -4.50505 0.0 0.0 0.2
H -4.66453 0.55156 -2.90004 0.6 -0.2 0.1
H -4.10219 0.47037 -0.45867 0.2 -0.2 -0.4
C -0.39223 2.94566 4.10027 -1.0 0.2 -0.6
S 1.17020 3.21189 3.27790 0.2 -1.8 1.0
C 2.21643 3.12609 4.73393 0.8 0.5 -0.1
O 1.47030 1.99353 2.42609 -0.3 1.1 0.4
H -0.55305 3.79192 4.77945 0.1 -0.1 -0.1
H -0.33442 1.99280 4.63722 0.2 0.2 0.0
H -1.19095 2.91422 3.34931 0.1 0.1 0.2
H 1.94358 2.22021 5.27898 -0.1 0.0 -0.1
H 3.26317 3.10140 4.42022 -0.1 0.1 0.0
H 2.01217 4.02992 5.31545 0.0 0.0 0.0
```
Positions in Å, forces in eV/Å.

Its expectation value of S² is 6.03. The calculation puts the energy above the lowest of the compared OMol25 structures with the same formula, charge and spin at 57.0 kcal/mol. Its total charge is +4. As for the spin multiplicity: 5. The orbital gap (alpha / beta) is 6.3 / 2.6 eV.

=====

A molecular structure, C19H43OP3RhSSe in a non-equilibrium geometry. Source: the Open Molecules 2025 dataset; level of theory: the ωB97M-V functional and the def2-TZVPD basis.

Structure (XYZ):
```
69
Properties=species:S:1:pos:R:3:forces:R:3
Rh 0.00000 0.00000 0.00000 0.6 -0.9 -0.7
P -0.20405 2.13549 0.84416 -0.9 3.8 1.2
P -1.36596 -0.80127 1.70042 -1.7 -1.2 2.3
P 0.86284 0.84760 -1.97468 1.6 1.0 -2.7
H -2.57244 -0.91407 -0.83752 0.3 0.1 0.2
C -1.59457 -0.74132 -1.29114 -0.1 -1.5 -0.7
C -0.56497 -1.75777 -1.12791 -1.7 0.5 -0.8
H -0.79605 -2.64787 -0.54944 0.2 0.4 0.3
C -1.69691 3.15892 0.40584 0.0 -0.6 -0.3
C -0.23317 2.42790 2.68096 0.0 -0.8 -0.1
C 1.08267 3.43350 0.49557 0.1 -0.6 -0.4
C -2.02586 -2.52500 1.56429 0.4 0.2 -0.4
C -0.85604 -0.89815 3.48262 0.4 0.2 -0.4
C -2.98713 0.07148 1.89841 0.5 0.3 -0.4
C 0.98962 -0.27776 -3.43879 -0.3 -0.3 0.5
C 2.55922 1.58301 -2.09704 -0.1 -0.2 0.6
C -0.11217 2.19492 -2.78668 -0.3 -0.2 0.7
H -1.71067 -0.26815 -2.26801 0.3 0.1 0.2
H 0.06596 -2.00407 -1.97742 0.2 0.4 0.3
H -1.67174 4.15067 0.87490 0.2 -0.3 0.0
H -2.60176 2.63383 0.72021 0.1 0.1 0.1
H -1.74711 3.27487 -0.67951 0.1 0.1 0.1
H -0.30197 3.49903 2.90324 0.0 -0.2 -0.3
H 0.68687 2.03106 3.12105 -0.1 0.2 0.0
H -1.08136 1.92311 3.14806 0.1 0.1 0.0
H 0.83940 4.36703 1.01598 -0.1 -0.3 0.0
H 1.14860 3.64439 -0.57407 0.0 0.0 0.2
H 2.05859 3.07832 0.83815 0.0 0.2 0.0
H -2.68743 -2.73137 2.41239 0.2 0.2 -0.1
H -1.20013 -3.24176 1.57087 -0.1 0.0 0.0
H -2.58763 -2.64999 0.63545 0.0 -0.1 0.2
H -1.73966 -0.96215 4.12754 0.1 0.0 -0.2
H -0.26209 -0.03086 3.77190 -0.1 -0.1 0.1
H -0.25197 -1.79550 3.63168 0.0 0.0 0.0
H -3.64640 -0.47006 2.58615 0.3 0.0 -0.2
H -3.46520 0.15249 0.91914 -0.1 0.0 0.1
H -2.82999 1.08027 2.28654 -0.1 -0.1 0.0
H 1.36142 0.28608 -4.30105 -0.1 0.0 0.3
H 0.01053 -0.69712 -3.68283 0.1 0.0 -0.1
H 1.67586 -1.10118 -3.22540 0.0 0.1 0.0
H 2.72146 2.01119 -3.09263 -0.2 -0.1 0.2
H 3.30693 0.80393 -1.92632 -0.1 0.1 0.0
H 2.70062 2.36130 -1.34633 0.1 0.0 -0.1
H 0.28883 2.43369 -3.77824 0.0 -0.2 0.3
H -0.09820 3.09920 -2.17472 0.0 0.0 -0.2
H -1.14941 1.86352 -2.88173 0.0 0.1 -0.1
C -5.66741 1.51219 -2.93559 0.8 1.2 1.0
C -5.20118 0.19351 -2.94598 0.1 -1.4 -0.4
C -5.81790 -0.75267 -3.76369 1.0 0.3 0.9
C -6.89703 -0.39587 -4.57260 -0.1 0.1 -0.1
C -7.35854 0.92096 -4.55875 0.0 0.9 0.3
C -6.74971 1.87497 -3.74527 -1.0 0.0 -0.9
Se -4.87252 2.87447 -1.83761 -0.8 -1.2 -1.1
H -3.86055 1.97952 -1.25214 -0.1 0.0 -0.1
H -4.36188 -0.09693 -2.32091 -0.1 0.0 -0.1
H -5.44883 -1.77463 -3.76522 -0.1 0.2 0.0
H -7.37375 -1.13650 -5.20756 0.1 0.1 0.1
H -8.19811 1.21199 -5.18399 0.1 0.0 0.1
H -7.11761 2.89745 -3.74271 0.0 -0.1 0.0
C 3.20336 -2.33712 1.42032 1.0 -2.1 0.5
S 1.92667 -1.17854 0.81057 1.0 -0.8 1.6
C 2.52414 0.15115 1.88967 0.7 0.8 -0.3
O 2.46472 -1.34516 -0.61753 -0.5 0.9 -0.4
H 3.13655 -2.43522 2.52438 -0.1 0.4 -0.6
H 4.22325 -2.02193 1.10970 -0.7 0.0 0.2
H 3.00602 -3.34237 0.99287 0.0 0.7 0.2
H 3.63119 0.14319 1.97516 -0.6 -0.4 0.0
H 2.29826 1.09825 1.41116 -0.2 0.1 0.2
H 2.06046 0.07586 2.89309 0.1 -0.2 -0.6
```
Positions in Å, forces in eV/Å.

Its expectation value of S² is 6.04. The calculation puts the energy above the lowest of the compared OMol25 structures with the same formula, charge and spin at 0.0 kcal/mol. Its total charge is +3. As for the spin multiplicity: 5. The orbital gap (alpha / beta) is 6.5 / 6.2 eV.

=====

A molecular structure, C19H44AgBrFN5O17 in a non-equilibrium geometry. Source: the Open Molecules 2025 dataset; level of theory: the ωB97M-V functional and the def2-TZVPD basis.

Structure (XYZ):
```
88
Properties=species:S:1:pos:R:3:forces:R:3
Ag 14.25151 11.11039 9.87282 0.2 1.0 0.8
F 14.15910 11.75456 7.51642 0.3 0.2 -0.8
C 17.95510 14.60924 5.61345 1.7 -1.2 1.2
C 17.25809 13.33724 6.10302 -1.8 0.7 -0.3
O 17.14819 12.29005 5.52042 0.8 0.4 0.4
N 16.50367 13.51158 7.39571 2.5 -1.1 -0.4
H 16.20597 14.47568 7.44015 -0.1 2.3 0.9
H 15.64159 12.98607 7.42313 -1.1 -1.3 -0.2
C 17.35790 12.94214 8.59818 -1.3 0.7 -1.3
H 18.57724 14.96075 6.43655 -0.7 0.6 0.7
H 17.35059 15.43780 5.24445 -0.2 -0.3 0.1
H 18.82008 14.33299 5.01045 -0.7 -0.2 -1.1
H 16.78459 13.29652 9.45483 0.2 -0.5 0.4
H 18.37792 13.32537 8.57014 -0.2 0.3 -0.1
H 17.33476 11.87196 8.39258 -0.1 0.1 0.7
C 9.47146 7.61994 9.03363 1.4 -0.4 -0.7
C 9.34036 8.53857 7.84978 -0.4 0.4 1.5
O 8.29859 8.66220 7.31389 -0.2 0.5 -1.3
N 10.53205 9.41291 7.43060 -1.8 -1.3 -1.8
H 10.28488 10.36784 7.64767 -0.6 1.6 -0.4
H 11.31571 9.27419 8.05248 1.6 -0.8 0.4
C 10.80460 9.28338 5.87942 0.5 -0.6 1.7
H 10.52348 7.34275 9.10084 0.0 -0.2 0.5
H 8.88277 6.73930 8.77672 0.0 0.1 0.2
H 9.12952 8.03240 9.98287 0.0 0.3 -0.2
H 9.91114 9.33870 5.25751 -0.1 0.9 0.7
H 11.17690 8.26922 5.73456 0.4 0.1 0.2
H 11.58269 10.02319 5.69140 -0.4 0.0 -0.3
C 15.67858 6.78243 7.34907 0.6 0.7 -1.1
C 14.61553 7.70311 6.80065 -3.7 -1.1 -0.2
O 13.47334 7.32754 6.52478 3.4 1.3 0.4
N 14.92656 9.18699 6.66012 0.3 -2.9 -0.1
H 14.11446 9.70851 6.95781 -1.0 1.0 -0.3
H 15.54398 9.37623 7.43670 1.1 0.5 1.3
C 15.58938 9.58147 5.37088 0.2 1.2 1.1
H 15.29022 6.19223 8.17910 0.1 0.4 0.1
H 16.59132 7.34879 7.53409 -0.2 0.0 0.8
H 15.97207 6.09248 6.55791 -0.4 -0.3 -0.2
H 16.63496 9.74759 5.63024 0.0 0.0 -0.2
H 15.15314 10.57224 5.24373 0.2 -0.1 -0.8
H 15.53765 8.89279 4.52758 -0.7 0.0 0.4
C 20.65444 11.31155 6.36294 0.2 -0.4 0.6
C 19.85474 10.12617 6.69045 -5.1 0.0 2.0
O 18.75339 10.11213 7.26973 5.0 -0.9 -2.6
N 20.43630 8.79511 6.09075 -0.4 0.5 0.9
H 19.74842 8.45653 5.43326 -0.7 -0.5 0.1
H 21.20853 9.02626 5.48220 0.7 0.2 0.1
C 20.83028 7.74284 7.14325 -0.5 0.8 -0.9
H 21.70629 11.02595 6.37530 0.1 0.5 -0.1
H 20.39231 12.02025 7.14852 0.3 0.3 -0.3
H 20.33056 11.66637 5.38452 0.1 0.2 -0.1
H 19.92046 7.52169 7.70131 0.2 -0.2 -0.1
H 21.56686 8.20060 7.80355 0.0 -0.2 -0.2
H 21.21930 6.93038 6.52951 0.0 -0.2 0.6
C 12.09929 13.36060 4.69419 0.5 1.1 1.0
C 12.65817 14.26764 5.86218 3.5 2.1 -1.6
O 13.44774 15.23033 5.66857 -3.6 -4.0 0.9
N 12.33811 13.83002 7.27703 -0.1 3.2 -0.8
H 11.49080 13.29548 7.14881 -1.4 -0.7 0.7
H 13.05036 13.21853 7.64969 1.1 -1.2 0.1
C 12.22416 15.06360 8.24367 -1.3 -1.3 0.0
H 12.34231 12.31122 4.86101 -0.2 0.1 0.4
H 12.56050 13.64946 3.74976 0.2 0.3 0.3
H 11.02319 13.49359 4.58278 -0.1 -0.3 0.3
H 13.18350 15.56902 8.35463 -0.2 0.0 -0.4
H 11.88780 14.68862 9.21028 0.6 -0.5 0.0
H 11.33754 15.62040 7.94041 0.6 0.5 -0.6
Br 14.12028 13.63159 11.09137 0.0 -0.6 -0.7
O 13.06698 7.26243 10.24582 -0.1 -2.9 -0.7
C 13.17686 8.55704 10.19366 -0.1 3.6 2.4
O 12.82293 9.19214 9.19043 -0.7 0.0 -3.0
O 13.54239 9.11805 11.24928 0.6 -0.4 -0.1
H 13.40465 7.14154 11.13631 0.0 -0.7 0.5
O 17.95715 8.89280 10.62465 0.9 -1.9 0.2
C 16.98745 9.65194 10.12156 -0.5 5.0 1.6
O 16.47808 9.34887 9.03749 -1.0 -2.0 -2.7
O 16.77530 10.71633 10.73119 0.0 -0.7 -0.2
H 17.75970 8.07327 10.16533 0.6 -0.7 0.1
O 15.37062 17.39842 5.98392 -0.5 0.3 -2.6
C 15.50995 17.29817 7.27041 1.3 5.2 5.9
O 15.68957 16.14213 7.68108 0.5 -4.4 0.6
O 15.50252 18.27744 8.03134 -0.2 0.1 -1.0
H 15.19094 16.46413 6.11208 -0.7 -1.9 -3.1
O 7.80670 11.92507 7.44173 -2.9 -0.6 3.6
C 8.80874 12.04380 6.67214 2.8 0.7 -2.4
O 8.57867 11.91179 5.49558 -1.1 -0.7 -4.4
O 9.95275 12.24386 7.07161 3.3 0.4 3.0
H 7.23543 11.57905 6.75215 -1.4 -0.1 0.2
```
Positions in Å, forces in eV/Å.

Its total charge is 0. The orbital gap is 3.6 eV.

=====

> What is the total charge in the second record?

+3

=====

> Among the records above, which one has the highest total charge?

C19H43OP3PdS2